Version one
A cluster of 2 separate species, C5H9P in total, computed with ωB97M-V with the def2-TZVPD basis set.

For the HOMO energy (spin up / spin down), the calculation gives -7.38 / -7.38 eV. The LUMO energy (spin up / spin down) is 0.19 / 0.18 eV. As for the net charge: 0.

Last column: Löwdin charge in e.
CARTESIAN COORDINATES (ANGSTROEM)
H  -1.54  -3.28  1.07  0.025
H  1.65  -0.70  0.06  -0.019
H  -0.12  0.74  -1.46  0.098
P  0.71  -2.79  -0.42  0.834
H  2.32  0.65  -0.91  0.047
C  1.65  0.43  -0.12  -0.120
C  -0.39  -1.65  -0.08  -0.558
C  0.14  0.74  -0.39  -0.147
C  -0.79  1.35  0.57  -0.145
C  -1.23  -2.81  0.17  -0.359
H  1.98  0.98  0.79  0.083
H  -0.56  2.35  0.40  0.051
H  -1.85  -2.99  -0.69  0.022
H  -0.49  1.17  1.59  0.074
H  -1.93  1.23  0.49  0.115

***

Version two
The molecule C5H9P, computed with ωB97M-V with the def2-TZVPD basis set.

For the HOMO energy (spin up / spin down), the calculation gives -8.54 / -7.78 eV. The LUMO energy (spin up / spin down) is 0.04 / 0.04 eV. As for the net charge: 0.

Last column: Löwdin charge in e.
CARTESIAN COORDINATES (ANGSTROEM)
H  -1.51  -0.72  -1.15  0.133
H  0.23  -0.99  -1.73  0.101
P  -0.89  2.16  0.08  0.750
C  1.84  0.21  0.78  0.107
C  -0.08  0.97  -1.00  -0.438
H  -0.99  -1.50  1.04  0.124
C  -0.39  -0.48  -0.98  -0.316
H  1.32  -1.47  1.94  0.089
H  -1.97  2.87  -0.71  -0.083
H  0.10  -2.27  0.07  0.079
C  -0.10  -1.26  0.35  -0.245
H  0.54  1.25  -1.91  0.073
H  -1.74  1.34  0.71  -0.155
H  2.58  0.68  1.34  0.010
C  1.06  -0.76  1.18  -0.229

***

Stability summary: most stable version two, least stable version one.

***

Version one
The molecule C5H6O3, computed with ωB97M-V with the def2-TZVPD basis set.

For the HOMO energy, the calculation gives -10.13 eV. As for the structure (SMILES): CO[C@@H]1C=CC(=O)O1. The LUMO energy is 0.08 eV. As for the net charge: 0.

Last column: Löwdin charge in e.
CARTESIAN COORDINATES (ANGSTROEM)
H  -0.74  -1.58  -2.43  0.193
C  -0.65  -0.82  -1.42  0.112
H  1.89  0.92  1.46  0.128
O  -0.06  0.92  0.01  0.098
C  -0.40  0.65  -1.21  -0.542
C  -0.95  -1.14  -0.06  0.013
H  2.44  -0.72  2.18  0.052
H  -1.02  -2.13  0.45  0.137
O  0.73  -0.84  1.20  -0.118
C  1.66  -0.10  1.92  -0.088
H  -0.85  0.22  1.78  0.184
C  -0.42  -0.17  0.84  -0.383
H  1.36  0.05  3.02  0.112
O  -0.49  1.52  -2.06  0.102

***

Version two
The molecule C5H6O3, computed with ωB97M-V with the def2-TZVPD basis set.

For the HOMO energy, the calculation gives -9.63 eV. As for the structure (SMILES): O=C1COC=COC1. The LUMO energy is 0.17 eV. As for the net charge: 0.

Last column: Löwdin charge in e.
CARTESIAN COORDINATES (ANGSTROEM)
C  -0.06  -0.67  -1.51  -0.127
H  0.30  1.53  -0.88  0.165
C  -0.48  0.88  0.90  -0.233
C  0.55  -0.22  1.40  -0.023
O  -1.06  0.23  -1.43  -0.029
O  -0.20  -1.40  0.78  -0.126
C  -0.70  1.19  -0.51  -0.166
H  1.71  -0.18  1.12  0.168
H  -1.49  1.85  -0.57  0.121
H  0.48  -0.22  2.46  0.100
H  1.25  -2.14  -0.66  0.128
H  0.49  -0.90  -2.37  0.097
C  0.28  -1.60  -0.52  -0.104
O  -1.05  1.65  1.79  0.028

***

Stability summary: most stable version one, least stable version two.

***

Version one
A cluster of 5 separate species, C2H14O5 in total, computed with ωB97M-V with the def2-TZVPD basis set.

For the HOMO energy (spin up / spin down), the calculation gives 0.66 / -7.24 eV. The LUMO energy (spin up / spin down) is 3.42 / 3.41 eV. As for the net charge: -1. Its spin multiplicity is 2.

Last column: Löwdin spin population.
CARTESIAN COORDINATES (ANGSTROEM)
O  0.36  -1.67  -1.10  0.082
O  -1.40  -3.69  -1.04  0.050
H  1.80  -1.06  0.31  0.022
H  -2.24  -0.67  2.06  0.040
H  0.77  2.73  2.25  0.007
O  1.86  2.90  0.55  0.046
H  1.71  3.22  -0.35  0.027
H  0.18  -0.79  -1.42  0.046
H  0.22  -0.63  0.66  0.026
O  1.00  0.62  -3.13  0.104
O  -2.63  -0.31  2.86  0.098
H  -0.83  -2.93  -1.17  0.008
C  0.64  2.97  1.19  0.106
H  0.00  2.24  0.70  0.037
H  0.76  -0.26  -3.41  0.036
H  0.63  -2.30  0.87  0.009
H  1.90  0.52  -2.81  0.054
C  0.79  -1.45  0.22  0.146
H  -3.54  -0.13  2.63  0.021
H  -2.28  -3.32  -1.00  0.026
H  0.30  4.00  1.12  0.008

***

Version two
A cluster of 5 separate species, C2H14O5 in total, computed with ωB97M-V with the def2-TZVPD basis set.

For the HOMO energy (spin up / spin down), the calculation gives 0.95 / -6.91 eV. The LUMO energy (spin up / spin down) is 3.29 / 3.24 eV. As for the net charge: -1. Its spin multiplicity is 2.

Last column: Löwdin spin population.
CARTESIAN COORDINATES (ANGSTROEM)
H  0.50  1.64  1.31  0.008
H  -0.63  -2.61  0.22  0.038
H  -1.89  -3.53  0.30  0.087
H  0.19  -0.10  -0.41  0.017
H  1.32  -1.52  -1.03  0.022
H  2.55  0.33  -1.88  0.003
H  -3.51  -0.49  -1.48  0.053
H  1.15  2.41  2.54  0.009
C  1.18  -0.56  -0.42  0.084
H  3.01  0.48  -0.32  0.001
H  -2.36  2.50  0.70  0.023
H  1.73  -0.04  1.32  0.003
O  -1.54  2.01  0.39  0.093
H  1.67  1.53  -0.88  0.007
O  1.05  1.57  2.06  0.032
O  1.57  -0.95  0.95  0.046
O  -1.47  -2.79  -0.20  0.244
H  -1.81  1.13  -0.10  0.018
H  -2.26  -1.19  -0.95  0.027
O  -2.59  -0.36  -1.27  0.160
C  2.15  0.54  -0.87  0.024

***

Stability summary: most stable version two, least stable version one.